(1)
Molecular formula: C3H9N5
Method: DFT, ωB97M-V with the def2-TZVPD basis set

Atoms and positions in Å:
N -0.0028 -2.1535 -0.7733
N 0.7777 -0.8538 -2.4259
N -0.2880 0.0947 -0.5329
N 0.0615 1.3938 -0.7666
N 0.1732 -2.1893 0.6087
C -0.0958 2.2406 0.1273
C -0.6061 1.9001 1.4958
C 0.1305 -0.8770 -1.3545
H -0.3305 -0.1564 0.4096
H -0.3518 -2.9571 0.9585
H -0.0448 3.2713 -0.1402
H 0.5202 -2.8357 -1.2569
H 1.0284 0.0711 -2.6730
H -0.1621 2.4833 2.3448
H 1.1638 -2.1955 0.8495
H -1.7127 1.8979 1.4050
H -0.2609 0.8654 1.7239

## Properties
- structure (SMILES) = [H]/N=C(/NN)N/N=C\C
- HOMO energy (eV) = -8.744
- HOMO-LUMO gap (eV) = 9.57
- LUMO energy (hartree) = 0.030

***

(2)
Molecular formula: C3H9N5
Method: DFT, ωB97M-V with the def2-TZVPD basis set

Atoms and positions in Å:
N -0.0927 -0.6022 -0.0054
N -1.9428 -2.0392 -0.1000
N 0.9350 -1.4054 0.1022
N -1.7215 1.4980 0.0746
N -2.2864 0.1712 -0.0622
C 2.4459 0.7019 -0.0416
C 2.1361 -0.8203 0.0381
C -1.4092 -0.8841 0.0271
H -1.1390 -2.5999 0.0438
H 2.8824 -1.4954 0.2462
H 2.3001 1.0905 1.0497
H -1.6676 1.8775 1.0855
H -3.2152 -0.2372 0.2392
H 1.5983 1.3491 -0.8436
H -2.3463 2.0380 -0.6662
H -0.0664 0.5020 -0.4741
H 3.5896 0.8555 -0.7133

## Properties
- structure (SMILES) = [H]/N=C(/NN)N/N=C\C
- HOMO energy (eV) = -8.123
- HOMO-LUMO gap (eV) = 8.65
- LUMO energy (hartree) = 0.020

***

Most stable of them? (1).

***

(1)
Molecular formula: C3H9N5
Method: DFT, ωB97M-V with the def2-TZVPD basis set

Atoms and positions in Å:
N -1.8936 0.3403 0.5632
N 0.2244 -0.3152 -0.0904
N -0.9323 -2.0703 -0.1747
N 1.1005 -2.0985 -1.3119
N 1.4286 0.2349 -0.6559
C -0.1790 2.1338 0.6732
C 0.1905 -1.5794 -0.5278
C -0.7059 0.6863 0.3855
H -0.9695 -2.9435 -0.1437
H 2.1962 -0.0787 -0.0024
H 0.4853 2.9493 0.0753
H -1.6545 -1.4622 0.2840
H -1.1146 2.5431 1.1078
H 0.5961 2.0181 1.4489
H -2.3202 1.0160 1.1555
H 2.0403 -1.6243 -1.0474
H 1.5076 0.2502 -1.7392

## Properties
- structure (SMILES) = [H]/N=C(/N)N(N)/C(C)=N/[H]
- HOMO energy (eV) = -8.268
- HOMO-LUMO gap (eV) = 8.99
- LUMO energy (hartree) = 0.026

***

(2)
Molecular formula: C3H9N5
Method: DFT, ωB97M-V with the def2-TZVPD basis set

Atoms and positions in Å:
N 1.7385 1.0124 0.8730
N 1.5595 0.7444 -0.4241
N -1.3590 -1.2121 -1.1455
N -2.2438 -0.2457 -1.6816
N 0.0817 -1.9120 0.3606
C -0.1648 -1.0918 -0.5297
C 0.5430 0.9968 1.7641
C 0.7006 -0.0150 -1.0720
H 0.9473 -1.8636 0.9329
H 0.9552 -0.0166 -2.1677
H 0.1842 -0.0196 2.0510
H -1.6639 -2.1625 -0.7639
H -0.3292 1.4665 1.4693
H -1.5303 0.3377 -2.4743
H -2.5889 0.5195 -0.8968
H 0.7927 1.6158 2.6935
H 2.3773 1.8456 1.0114

## Properties
- structure (SMILES) = [H]/N=C(\C=N/NC)NN
- HOMO energy (eV) = -8.731
- HOMO-LUMO gap (eV) = 9.49
- LUMO energy (hartree) = 0.028

***

Most stable of them? (1).

***

(1)
Molecular formula: C3H9N5
Method: DFT, ωB97M-V with the def2-TZVPD basis set

Atoms and positions in Å:
N 0.4654 -1.6660 0.2859
N -1.5404 -0.2292 -0.0981
N 0.9960 -0.5276 -0.3136
N -2.9626 -0.4073 -0.2295
N 1.0191 2.0204 0.1228
C -1.0111 0.9992 0.0852
C 2.5410 -0.6101 -0.2389
C 0.4657 0.8632 0.1412
H 2.6297 -1.7130 -0.3304
H 2.9925 -0.2397 0.6373
H -1.6786 1.7528 0.3140
H -0.6906 -1.3108 0.2266
H -3.2877 -1.0858 0.5332
H 0.8088 -1.6911 1.4832
H 2.7935 0.0532 -0.9600
H 2.1098 1.7806 0.0898
H -3.4930 0.6076 -0.2911

## Properties
- structure (SMILES) = [H]/N=C(/C=N/N)N(C)N
- HOMO energy (eV) = -8.112
- HOMO-LUMO gap (eV) = 8.08
- LUMO energy (hartree) = -0.001

***

(2)
Molecular formula: C3H9N5
Method: DFT, ωB97M-V with the def2-TZVPD basis set

Atoms and positions in Å:
N -0.8499 1.8014 -0.3878
N 2.3524 0.5392 0.4640
N -1.2908 -0.8360 -0.3828
N 0.9303 -1.1489 -0.2960
N -0.0696 0.9283 0.1678
C -2.4098 -0.6589 0.5823
C -0.1348 -0.3290 -0.2293
C 2.1153 -0.6528 -0.0285
H -3.0675 -1.5526 0.7089
H -2.9768 0.2812 0.1742
H 2.8848 -1.4172 -0.4812
H -1.1976 -1.6805 -0.6808
H -1.7525 2.0964 0.1193
H 3.3846 0.6672 0.4965
H 0.8959 1.3300 0.5627
H -1.1432 1.5943 -1.3835
H -1.9575 -0.4637 1.5803

## Properties
- structure (SMILES) = [H]/N=C/N=C(/NC)NN
- HOMO energy (eV) = -8.397
- HOMO-LUMO gap (eV) = 9.19
- LUMO energy (hartree) = 0.029

***

Most stable of them? (2).

***

(1)
Molecular formula: CH6N2O
Method: DFT, ωB97M-V with the def2-TZVPD basis set

Atoms and positions in Å:
O -1.0061 -1.6236 -1.8466
N -0.1781 1.8972 0.2751
N 0.6186 -0.2694 0.8638
C 0.4366 1.0629 1.0149
H 0.6111 -0.7215 -0.0349
H 0.9473 1.4602 1.9080
H 1.0710 -0.7625 1.6014
H -0.2842 2.7591 0.7865
H -0.8992 -2.5678 -1.9201
H -1.3170 -1.2347 -2.6482

## Properties
- structure (SMILES) = [H]/N=C/N.O
- HOMO energy (eV) = -9.049
- HOMO-LUMO gap (eV) = 9.94
- LUMO energy (hartree) = 0.033

***

(2)
Molecular formula: CH6N2O
Method: DFT, ωB97M-V with the def2-TZVPD basis set

Atoms and positions in Å:
O -1.5374 -0.6282 -0.0922
N 1.4756 -0.6053 0.0502
N 0.6327 0.3629 -0.5180
C -0.7918 0.5024 0.1849
H 1.4360 -0.6196 1.0736
H -0.6744 0.5503 1.2730
H 1.0844 1.2702 -0.4161
H -1.5898 -0.7386 -1.0482
H 1.1951 -1.5161 -0.2942
H -1.2304 1.4221 -0.2129

## Properties
- structure (SMILES) = NNCO
- HOMO energy (eV) = -9.255
- HOMO-LUMO gap (eV) = 10.27
- LUMO energy (hartree) = 0.037

***

Most stable of them? (1).

***

(1)
Molecular formula: C4H7O3
Method: DFT, ωB97M-V with the def2-TZVPD basis set

Atoms and positions in Å:
O -0.0696 -0.0407 2.0960
O 0.0794 -2.2447 -2.2712
O 0.1858 2.1899 1.8760
C -0.0948 0.9253 -0.1002
C -0.1797 -0.5190 -0.5713
C 0.0214 -0.8168 -2.0325
C 0.0527 1.0212 1.4502
H -0.4502 -2.7065 -1.6052
H 0.5088 -1.1279 0.0223
H 0.9786 -0.4944 -2.4603
H -0.7837 -0.4295 -2.6677
H 0.7806 1.3846 -0.5189
H -1.0327 1.4380 -0.2977
H -1.1032 -0.9746 -0.2923

## Properties
- structure (SMILES) = O=C([O-])CCCO
- HOMO energy (eV) = -4.015
- charge = -1
- HOMO-LUMO gap (eV) = 7.62
- LUMO energy (hartree) = 0.132

***

(2)
Molecular formula: C4H7O3
Method: DFT, ωB97M-V with the def2-TZVPD basis set

Atoms and positions in Å:
O 0.0534 -0.9119 -1.2447
O -2.6625 1.5235 0.5717
O -1.9643 0.7575 -1.3705
C 1.4605 -1.0281 0.5290
C -0.3657 0.7828 0.4745
C -1.8179 0.9569 -0.1239
C 0.6831 -0.1126 -0.3188
H 1.2202 0.5579 -0.9905
H -0.0765 1.8442 0.4369
H 1.2776 -1.0127 1.5915
H 2.5333 -0.9467 0.4511
H 1.2189 -2.1192 0.1707
H -0.6571 0.2178 1.3622
H -0.9032 -0.5093 -1.5392

## Properties
- structure (SMILES) = C[C@@H](O)CC(=O)[O-]
- HOMO energy (eV) = -4.433
- charge = -1
- HOMO-LUMO gap (eV) = 8.47
- LUMO energy (hartree) = 0.148

***

Most stable of them? (1).

***

(1)
Molecular formula: C4H7O3
Method: DFT, ωB97M-V with the def2-TZVPD basis set

Atoms and positions in Å:
O 1.8928 -1.6255 0.5237
O -2.9044 0.3703 1.5695
O -3.0984 0.4394 -0.7743
C 0.6727 1.0430 -0.8307
C -2.9050 0.4336 0.3764
C 0.0188 -0.3488 -0.4525
C 0.5758 -0.9214 0.7014
H -0.0992 1.6962 -1.2786
H 0.8928 1.6212 0.1048
H 0.8671 -0.2359 1.4434
H -0.0835 -1.7276 0.9735
H 1.6402 1.2120 -1.3338
H 2.3800 -0.8314 0.2720
H 0.1503 -1.1250 -1.2948

## Properties
- HOMO energy (eV) = -1.544
- charge = -1
- HOMO-LUMO gap (eV) = 5.15
- LUMO energy (hartree) = 0.133

***

(2)
Molecular formula: C4H7O3
Method: DFT, ωB97M-V with the def2-TZVPD basis set

Atoms and positions in Å:
O 1.6899 -0.2320 -0.3979
O 0.9001 -3.3542 -1.0621
O -1.3819 -3.0854 -0.9548
C -0.5727 0.3868 -1.1527
C -0.2014 -3.0231 -0.8938
C 0.2522 -0.5569 -0.2880
C 0.0381 -0.3052 1.3204
H -0.6201 1.5223 -1.0381
H 0.7793 -0.8809 1.8671
H 0.3942 0.7224 1.5438
H -1.0304 -0.6686 1.5483
H -0.0253 0.3125 -2.1348
H -1.6443 0.1439 -1.0156
H 2.0206 -0.5609 -1.1681

## Properties
- HOMO energy (eV) = -1.768
- charge = -1
- HOMO-LUMO gap (eV) = 5.84
- LUMO energy (hartree) = 0.150

***

Most stable of them? (2).

***

(1)
Molecular formula: C4H9N3O
Method: DFT, ωB97M-V with the def2-TZVPD basis set

Atoms and positions in Å:
O -1.0070 -1.5478 0.1829
N -1.7926 0.6065 -0.1723
N -0.0207 -2.4424 -2.0188
N 0.1146 -1.4037 -2.4503
C 0.5293 0.3067 0.5849
C 0.8502 1.7344 0.2558
C -0.6740 -0.2627 -0.1201
C 1.2960 -0.4538 1.3572
H 2.1882 -0.0610 1.8194
H 1.7600 2.0531 0.7597
H -2.6448 0.1322 -0.4379
H 0.9857 1.8651 -0.8190
H -1.9298 1.1525 0.6684
H -0.4734 -2.2158 -0.4584
H -0.2404 -0.3823 -1.3198
H 0.0326 2.3877 0.5632
H 1.0260 -1.4688 1.6052

## Properties
- structure (SMILES) = C=C(C)[C@H](N)O.N#N
- HOMO energy (eV) = -8.908
- HOMO-LUMO gap (eV) = 9.50
- LUMO energy (hartree) = 0.022

***

(2)
Molecular formula: C4H9N3O
Method: DFT, ωB97M-V with the def2-TZVPD basis set

Atoms and positions in Å:
O 2.5120 0.8680 0.1795
N 0.8114 -0.3973 1.1620
N -0.3148 0.9093 -0.1306
N -1.2845 1.0041 -1.1306
C -1.6731 -0.5559 1.4407
C 1.4311 0.0867 0.0155
C 1.4997 -0.6864 -1.2666
C -0.4166 -0.0176 0.8432
H 2.3690 -1.3482 -1.2286
H -2.0722 0.3735 -1.0179
H 1.6131 -0.0048 -2.1098
H -1.4647 -0.8946 2.4552
H -2.0364 -1.4206 0.8769
H 0.6021 -1.2822 -1.4079
H 2.4846 1.2065 1.0861
H -2.4622 0.1981 1.4614
H -1.5985 1.9613 -1.2285

## Properties
- HOMO energy (eV) = -8.021
- HOMO-LUMO gap (eV) = 8.96
- LUMO energy (hartree) = 0.035

***

Most stable of them? (1).

***

(1)
Molecular formula: C4H9N3O
Method: DFT, ωB97M-V with the def2-TZVPD basis set

Atoms and positions in Å:
O -0.7864 1.3566 0.3760
N 1.2549 0.9031 1.3260
N -0.1380 -1.3874 -0.0735
N 1.1308 1.7071 -0.8089
C -0.3073 -1.4325 -1.5166
C -1.3702 -1.0433 0.7189
C -2.3329 -1.1605 1.4394
C 0.4581 1.1787 0.2488
H 0.6378 -1.2057 -2.0195
H 0.5766 2.2479 -1.4579
H -0.6580 -2.4217 -1.8215
H -1.0473 -0.6946 -1.8398
H 0.7866 -1.2675 0.3156
H -3.0506 -0.8672 2.1816
H 0.7220 0.6367 2.1477
H 2.1159 1.9056 -0.7430
H 2.0079 1.5446 1.5267

## Properties
- structure (SMILES) = NC(N)=O.C#CNC
- HOMO energy (eV) = -8.163
- HOMO-LUMO gap (eV) = 8.76
- LUMO energy (hartree) = 0.022

***

(2)
Molecular formula: C4H9N3O
Method: DFT, ωB97M-V with the def2-TZVPD basis set

Atoms and positions in Å:
O -0.7340 1.9787 0.5578
N -1.5317 -1.8982 0.5777
N -0.6663 0.4718 -1.1238
N -0.4974 -3.2035 -1.2430
C 1.1926 0.2056 0.7403
C -0.0007 0.9596 -0.0048
C 1.7904 1.2632 -0.0771
C -1.0232 -2.6566 -0.3777
H -0.1866 -0.2566 -1.6345
H -1.3644 -0.8955 0.4218
H -1.0417 1.1926 -1.7213
H -2.4386 -2.1534 0.9353
H 1.3009 -0.8175 0.4074
H 2.1189 2.1821 0.3897
H 2.2221 1.0059 -1.0350
H 1.1587 0.3464 1.8128
H -0.2988 2.2754 1.3746

## Properties
- structure (SMILES) = NC1(O)CC1.N#CN
- HOMO energy (eV) = -7.611
- HOMO-LUMO gap (eV) = 8.24
- LUMO energy (hartree) = 0.023

***

Most stable of them? (2).